Entry from OMol25: a cluster of 6 separate species, C30H79BN2O8P in total (ωB97M-V with the def2-TZVPD basis set).

HOMO energy ... -2.698 eV
Max |F| ... 0.99 eV Å⁻¹
Frontier orbital gap ... 4.70 eV
E ... -61715.6213 eV
Net charge ... -1

Last column: Mulliken charge in e.
Element x y z (Å)
C1 3.745 0.456 0.202  -0.43
C2 4.592 0.875 -1.010  -1.23
C3 4.115 2.221 -1.588  -0.95
C4 2.715 2.144 -2.251  0.94
C5 2.870 2.201 -3.780  -1.80
P1 1.443 3.436 -1.468  0.70
C6 0.287 3.472 -3.018  -1.22
N1 0.352 4.703 -3.860  -0.37
C7 2.572 4.916 -2.061  -1.14
N2 1.914 6.223 -1.726  -0.33
C8 0.396 1.976 -0.660  -0.43
C9 -0.178 0.795 -1.469  -0.84
C10 -1.653 0.520 -1.156  0.01
C11 -2.593 1.624 -1.608  0.50
C12 -4.059 1.296 -1.378  -1.23
O1 -4.325 0.921 -0.036  -0.42
C13 -4.346 2.010 0.874  -0.19
C14 -3.385 1.760 2.027  -0.99
B1 0.265 4.741 -0.513  2.46
O2 0.554 5.078 0.823  -1.02
O3 -0.953 5.224 -0.978  -0.73
C15 -1.585 6.265 -0.265  -0.87
H1 2.916 -0.172 -0.130  0.06
H2 4.299 -0.115 0.944  0.55
H3 3.299 1.337 0.661  -0.14
H4 5.635 0.986 -0.702  0.49
H5 4.532 0.137 -1.812  0.34
H6 4.146 2.952 -0.778  0.27
H7 4.857 2.547 -2.325  0.56
H8 2.378 1.128 -2.037  -0.10
H9 2.199 1.482 -4.259  0.34
H10 2.625 3.170 -4.215  0.22
H11 3.875 1.932 -4.117  0.46
H12 2.281 3.403 -0.223  -0.02
H13 0.365 2.593 -3.661  0.45
H14 -0.720 3.408 -2.606  0.39
H15 -0.563 5.120 -3.955  0.24
H16 0.667 4.456 -4.788  0.23
H17 2.857 4.913 -3.112  0.33
H18 3.504 4.882 -1.493  0.46
H19 1.804 6.770 -2.570  0.24
H20 2.527 6.758 -1.124  0.20
H21 1.028 1.567 0.122  -0.86
H22 -0.439 2.442 -0.119  0.01
H23 0.344 -0.116 -1.150  0.25
H24 -0.018 0.840 -2.548  0.30
H25 -1.976 -0.441 -1.559  0.21
H26 -1.718 0.436 -0.068  -0.10
H27 -2.428 1.873 -2.658  0.39
H28 -2.373 2.547 -1.063  -0.34
H29 -4.678 2.155 -1.658  0.40
H30 -4.348 0.445 -1.996  0.43
H31 -5.368 2.118 1.249  0.39
H32 -4.082 2.932 0.356  0.21
H33 -2.420 2.230 1.842  0.08
H34 -3.786 2.133 2.967  0.50
H35 -3.206 0.691 2.126  0.23
H36 1.508 5.186 0.844  0.28
H37 -0.931 7.134 -0.202  0.24
H38 -1.889 5.959 0.736  0.24
H39 -2.483 6.544 -0.817  0.26
C16 0.936 -1.692 4.704  -1.44
C17 1.667 -0.683 3.831  0.57
C18 0.719 0.092 2.931  -1.07
O4 2.673 -1.337 3.055  -0.54
H40 0.423 -2.429 4.078  0.31
H41 1.632 -2.232 5.342  0.33
H42 0.192 -1.205 5.337  0.37
H43 2.211 0.018 4.468  0.23
H44 0.198 -0.588 2.250  0.52
H45 1.264 0.811 2.322  -0.03
H46 -0.031 0.631 3.514  0.43
H47 2.234 -1.961 2.467  0.36
C19 -3.837 -3.619 -3.594  -1.19
C20 -2.352 -3.720 -3.279  0.34
C21 -1.948 -5.149 -2.945  -0.98
O5 -2.009 -2.841 -2.212  -0.42
H48 -4.429 -3.922 -2.725  0.33
H49 -4.106 -2.588 -3.829  0.34
H50 -4.107 -4.254 -4.438  0.28
H51 -1.775 -3.370 -4.135  0.25
H52 -2.487 -5.496 -2.058  0.34
H53 -0.881 -5.198 -2.721  0.35
H54 -2.170 -5.824 -3.771  0.08
H55 -2.502 -3.113 -1.430  0.28
C22 2.189 -6.094 8.088  -1.26
C23 1.286 -5.328 7.132  0.35
C24 1.051 -6.101 5.843  -1.24
O6 1.828 -4.042 6.849  -0.50
H56 3.169 -6.259 7.631  0.34
H57 2.342 -5.526 9.006  0.31
H58 1.763 -7.065 8.345  0.37
H59 0.329 -5.131 7.617  0.25
H60 1.998 -6.266 5.323  0.34
H61 0.399 -5.539 5.175  0.30
H62 0.595 -7.073 6.041  0.38
H63 2.679 -4.167 6.414  0.34
C25 -4.403 -8.047 -7.333  -1.31
C26 -3.318 -7.487 -6.426  0.33
C27 -2.777 -8.547 -5.479  -1.23
O7 -3.809 -6.364 -5.694  -0.45
H64 -5.247 -8.405 -6.737  0.36
H65 -4.774 -7.275 -8.007  0.31
H66 -4.028 -8.880 -7.930  0.39
H67 -2.503 -7.093 -7.035  0.23
H68 -3.576 -8.918 -4.831  0.31
H69 -1.998 -8.130 -4.841  0.29
H70 -2.361 -9.393 -6.028  0.41
H71 -4.535 -6.668 -5.138  0.33
C28 1.408 3.625 4.974  -1.09
C29 2.537 4.460 4.385  0.43
C30 2.618 5.833 5.041  -1.43
O8 2.380 4.577 2.983  -0.42
H72 0.446 4.115 4.798  0.35
H73 1.373 2.647 4.493  0.03
H74 1.532 3.484 6.050  0.45
H75 3.484 3.936 4.528  0.30
H76 1.690 6.386 4.870  0.33
H77 3.435 6.412 4.609  0.33
H78 2.777 5.754 6.119  0.40
H79 1.542 5.022 2.798  0.27